ORCA calculation (ωB97M-V/def2-TZVPD) on a 2-piece molecular cluster, C11H17N2 overall at a distorted geometry.

Output
LUMO energy, eV: -3.154
ΔE to the lowest compared entry with this formula, charge and spin, kcal per mole: 72.1
HOMO level, hartree: -0.411
HOMO-LUMO gap, eV: 8.0
Net charge: +1

Last column: Mulliken charge in e.
Element x y z (Å)
C  1.19  -0.32  -3.78  -1.123
C  2.44  -1.09  -1.62  -0.696
C  1.52  -0.30  -2.32  0.329
C  1.42  0.23  -0.06  -0.287
C  0.96  0.61  -1.34  1.270
C  1.21  1.19  1.00  -0.775
C  0.16  1.67  -1.49  -0.260
C  0.41  2.29  0.90  -0.646
C  -0.17  2.54  -0.39  -0.470
N  2.40  -0.81  -0.21  -0.227
H  3.37  -1.67  -1.74  0.363
H  3.18  -0.78  0.39  0.263
H  0.08  -0.08  -3.76  0.293
H  1.33  -1.29  -4.30  0.344
H  1.89  0.99  1.88  0.231
H  -0.21  2.16  -2.43  0.294
H  0.11  3.14  1.51  0.419
H  -0.70  3.43  -0.73  0.418
H  1.63  0.67  -4.19  0.296
C  -1.45  -1.51  2.16  -0.273
C  -2.96  -1.95  2.54  -1.063
N  -1.41  -0.14  1.51  -0.372
H  -0.86  -1.56  3.10  0.298
H  -1.08  -2.29  1.44  0.324
H  -3.60  -1.32  1.85  0.301
H  -3.44  -1.65  3.45  0.383
H  -0.75  0.46  2.12  0.299
H  -1.47  0.03  0.41  0.326
H  -2.25  0.29  1.83  0.419
H  -2.94  -2.95  2.26  0.321